# 1
Entry from the OMol25 dataset: a 2-piece molecular cluster, C4H8N4O overall at a distorted geometry (ωB97M-V with the def2-TZVPD basis set).

CARTESIAN COORDINATES (ANGSTROEM)
C: 0.6810 -0.0532 -0.7379
C: 0.0612 1.3249 -0.6190
C: -1.2404 1.6922 -0.0022
C: 0.6663 -0.2468 0.8659
H: -1.3208 -1.0344 -0.4753
H: -0.4677 -1.0214 -2.2586
H: 1.6238 -0.1035 -1.2056
H: -0.1082 2.2186 -1.5549
H: -2.1830 0.9745 0.3839
H: -1.6560 2.6192 -0.3673
H: 0.4584 -1.5533 2.3495
H: 0.5929 -2.3783 0.0066
N: -0.3661 -1.0373 -1.1182
N: 0.0284 1.8367 0.6701
N: 0.3377 0.7936 1.5368
N: 1.6451 -1.3966 1.6650
O: 1.2473 -2.6349 0.8613

Its HOMO-LUMO gap is 9.11 eV. The LUMO energy is 0.199 eV. As for the energy relative to the best compared isomer or geometry (same formula, charge and spin): 256.3 kcal/mol. The energy is -451.10987 Ha.

=====

# 2
Entry from the OMol25 dataset: one molecule with the formula C4H8N4O2 at a distorted geometry (ωB97M-V with the def2-TZVPD basis set).

CARTESIAN COORDINATES (ANGSTROEM)
H: -0.8046 1.4643 0.8960
N: 0.0410 1.9226 0.5094
C: 1.0822 1.4533 -0.0241
N: 2.0897 2.0343 -0.6219
N: 1.3295 -0.1551 0.1048
C: 0.1922 -0.9671 -0.2019
C: -0.8071 -0.5363 -1.1882
C: 0.1047 -1.6018 -1.5670
N: 2.3683 -0.6129 0.8448
O: 3.2528 0.2239 0.9409
O: 2.3183 -1.7763 1.2546
H: 2.2686 3.0256 -0.4976
H: 2.9359 1.5721 -0.7279
H: -0.0451 -1.5095 0.6194
H: -0.8053 0.4054 -1.7342
H: -1.8029 -0.8563 -0.9986
H: -0.3149 -2.5742 -1.6765
H: 0.9234 -1.3892 -2.2785

Its HOMO-LUMO gap is 10.19 eV. Its SMILES is [H]/N=C(/N)N(C1CC1)[N+](=O)[O-]. The LUMO energy is 0.704 eV. As for the energy relative to the best compared isomer or geometry (same formula, charge and spin): 120.6 kcal/mol. The energy is -526.53958 Ha.

=====

# 3
Entry from the OMol25 dataset: one molecule with the formula C4H8N4O2 at a distorted geometry (ωB97M-V with the def2-TZVPD basis set).

CARTESIAN COORDINATES (ANGSTROEM)
O: 2.7931 -0.8184 -0.4119
N: 2.3255 0.2686 -0.1219
N: 1.2834 0.2381 0.6783
C: 0.4218 1.4124 0.6210
C: -0.4077 1.3541 -0.6908
N: -1.1650 0.1371 -0.6149
N: -2.3288 0.3017 0.0642
O: -2.9801 -0.7295 0.3049
C: -0.4414 -1.0729 -0.5320
C: 0.5181 -0.9785 0.6472
H: -0.2765 1.3886 1.4320
H: 1.0573 2.3562 0.7222
H: 0.3034 1.3347 -1.5291
H: -0.9637 2.2865 -0.7139
H: -1.1834 -1.8591 -0.2409
H: 0.0639 -1.2483 -1.5258
H: 1.1362 -1.8144 0.8079
H: 0.0086 -0.9698 1.5914

Its HOMO-LUMO gap is 9.69 eV. Its SMILES is O=NN1CCN(N=O)CC1. The LUMO energy is 0.317 eV. As for the energy relative to the best compared isomer or geometry (same formula, charge and spin): 111.8 kcal/mol. The energy is -526.55363 Ha.

=====

# 4
Entry from the OMol25 dataset: a 2-piece molecular cluster, C4H8N4P overall at a distorted geometry (ωB97M-V with the def2-TZVPD basis set).

CARTESIAN COORDINATES (ANGSTROEM)
C: -2.3861 -0.1449 0.9163
C: -2.5261 0.3278 -0.3713
C: -1.0657 -0.0346 1.2402
C: 1.4877 -1.1043 -0.4849
N: -1.3279 0.7752 -0.7581
N: -0.4280 0.5346 0.2138
N: 0.7264 -1.9475 -0.8591
N: 2.0333 -0.1306 -0.0081
P: 3.6051 0.4837 -0.0561
H: -3.2775 -0.5183 1.3655
H: -3.2930 0.3693 -1.0135
H: -0.6441 -0.3558 2.1760
H: -0.9649 1.0166 -1.6755
H: 0.6182 -2.9202 -0.5781
H: 0.5805 0.7974 0.4117
H: 3.4162 1.3383 -1.3536
H: 3.4457 1.5133 0.8348

Its charge is +1. Its HOMO-LUMO gap is 9.10 eV. The LUMO energy is -3.509 eV. As for the energy relative to the best compared isomer or geometry (same formula, charge and spin): 0.0 kcal/mol. The energy is -717.27271 Ha.

=====

# 5
Entry from the OMol25 dataset: an isolated ion of composition C4H8N4S and charge +2 at a distorted geometry (ωB97M-V with the def2-TZVPD basis set).

CARTESIAN COORDINATES (ANGSTROEM)
C: 1.0350 0.3316 -1.4873
C: -0.5986 0.0766 1.6245
C: 1.4002 0.9530 0.9103
C: -1.2739 -1.1125 -0.3520
N: 0.6777 0.3114 -0.1836
N: -0.4899 -0.2587 0.3427
N: 0.4185 0.8426 1.9219
N: 0.2444 -0.0493 -2.3712
S: -2.8594 -1.7877 0.0467
H: 1.8706 1.0166 -1.6485
H: -1.5007 -0.0862 2.3067
H: 2.2776 0.2983 1.1576
H: 1.7114 1.9762 0.6075
H: -0.8851 -1.2062 -1.4714
H: 0.5164 1.1767 2.9270
H: 0.5686 0.0952 -3.2835
H: -3.1130 -2.5775 -1.0473

Its charge is +2. Its HOMO-LUMO gap is 7.29 eV. The LUMO energy is -10.442 eV. As for the energy relative to the best compared isomer or geometry (same formula, charge and spin): 0.0 kcal/mol. The energy is -773.65313 Ha.

=====

# 6
Entry from the OMol25 dataset: C4H8N6 as an isolated structure at a distorted geometry (ωB97M-V with the def2-TZVPD basis set).

CARTESIAN COORDINATES (ANGSTROEM)
C: 2.8175 -0.1891 0.0809
C: -0.1563 -0.0105 0.1802
C: -2.0274 1.3217 -0.2948
C: -2.2586 -1.1554 0.0718
N: 3.6100 -1.0092 -0.5167
N: 3.1110 1.0606 0.3708
N: 4.5929 -0.1838 -0.6967
N: 4.2717 1.0091 -0.1781
N: -1.4437 0.0086 -0.2475
N: 0.6853 -0.8321 0.6530
H: 0.3267 0.9828 -0.1839
H: -2.9014 1.4180 -1.0234
H: -2.3765 1.6784 0.7056
H: -1.2632 2.0253 -0.5451
H: -1.6461 -1.9559 0.0187
H: -2.6762 -1.1076 1.0868
H: -3.0262 -1.3424 -0.6429
H: 0.3608 -1.7182 1.1613

Its HOMO-LUMO gap (alpha / beta) is 8.55 / 6.45 eV. The spin multiplicity is 3. The LUMO energy (alpha / beta) is 0.638 / -3.121 eV. As for the energy relative to the best compared isomer or geometry (same formula, charge and spin): 17.2 kcal/mol. The energy is -485.45405 Ha.

=====

# 7
Entry from the OMol25 dataset: a 2-piece molecular cluster, C4H8NO overall at a distorted geometry (ωB97M-V with the def2-TZVPD basis set).

CARTESIAN COORDINATES (ANGSTROEM)
C: -0.2118 0.0047 2.0305
C: -0.4756 1.1680 1.3779
C: 1.2282 -1.9071 -1.4775
C: 0.3795 -0.9175 -1.6533
N: -0.6853 1.1252 0.0248
O: -1.1197 2.4536 -0.5766
H: -0.1376 -0.1569 3.1699
H: 0.0056 -0.8986 1.2906
H: -0.7117 2.0170 2.0341
H: 1.9557 -2.0606 -0.6708
H: 1.2192 -2.7119 -2.1380
H: -1.5097 2.7928 0.1787
H: -0.1117 -0.8735 -2.5606
H: 0.1749 -0.0353 -1.0298

Its charge is -1. Its HOMO-LUMO gap is 6.01 eV. The LUMO energy is 4.358 eV. As for the energy relative to the best compared isomer or geometry (same formula, charge and spin): 54.1 kcal/mol. The energy is -287.05206 Ha.

=====

# 8
Entry from the OMol25 dataset: a 2-piece molecular cluster, C4H8NO overall (ωB97M-V with the def2-TZVPD basis set).

CARTESIAN COORDINATES (ANGSTROEM)
C: 1.2795 1.6089 1.0809
O: 0.3588 1.6710 0.0859
H: 2.2303 1.1060 0.7907
H: 1.5702 2.6009 1.4941
H: 0.9274 1.0316 1.9722
C: -1.3622 -1.5066 -0.3118
C: -1.5574 -0.3640 0.3334
C: 0.4917 -0.9740 -1.5803
N: -0.1548 -1.8760 -0.9757
H: -2.0754 -2.3303 -0.3337
H: -0.7753 0.4782 0.2488
H: -2.4964 -0.1889 0.8539
H: 1.4062 -1.3073 -2.0509
H: 0.1573 0.0506 -1.6075

Its charge is -1. Its HOMO-LUMO gap is 7.04 eV. The LUMO energy is 4.356 eV. As for the energy relative to the best compared isomer or geometry (same formula, charge and spin): 4.8 kcal/mol. The energy is -287.13061 Ha.

=====

# 9
Entry from the OMol25 dataset: an isolated ion of composition C4H8NO and charge +1 at a distorted geometry (ωB97M-V with the def2-TZVPD basis set).

CARTESIAN COORDINATES (ANGSTROEM)
C: 1.1088 -0.2308 -0.0572
C: -0.0251 0.5744 -0.8845
C: 0.6108 -0.8905 1.2508
C: -1.3887 0.9808 -0.2848
N: -0.5556 -0.4417 1.4739
O: -2.4485 0.3205 -0.5360
H: 1.4785 -0.9279 -0.6709
H: 2.0039 0.4076 0.1848
H: 0.5142 1.4059 -1.0663
H: -0.1838 0.0171 -1.6927
H: 1.2174 -1.5156 1.7580
H: -1.0451 -0.6983 2.3178
H: -1.4059 1.8789 0.1325
H: -2.4081 -0.5771 -0.9675

Its charge is +1. Its HOMO-LUMO gap is 10.15 eV. The LUMO energy is -5.030 eV. As for the energy relative to the best compared isomer or geometry (same formula, charge and spin): 59.6 kcal/mol. The energy is -286.84748 Ha.

=====

# 10
Entry from the OMol25 dataset: an isolated ion of composition C4H8NO and charge +1 at a distorted geometry (ωB97M-V with the def2-TZVPD basis set).

CARTESIAN COORDINATES (ANGSTROEM)
C: 1.0010 -1.5880 -0.2259
C: 0.5399 -0.3874 0.0133
C: 1.4884 0.8052 0.0919
C: -1.1046 -0.2410 0.0527
N: -1.8781 0.8658 -0.1695
O: -1.7131 -1.3459 0.1565
H: 0.4608 -2.4458 -0.5058
H: 2.0086 -1.5912 -0.4678
H: 2.2470 0.9096 -0.7515
H: 2.1287 0.5891 1.0350
H: 1.0296 1.7383 0.3405
H: -2.8028 0.6346 -0.4096
H: -1.6271 1.8174 -0.1670
H: -2.5523 -1.3763 -0.2380

Its charge is +1. Its HOMO-LUMO gap is 9.88 eV. Its SMILES is C=C(C)C(=[NH2+])O. The LUMO energy is -4.829 eV. As for the energy relative to the best compared isomer or geometry (same formula, charge and spin): 27.9 kcal/mol. The energy is -286.89795 Ha.

=====

# 11
Entry from the OMol25 dataset: an isolated ion of composition C4H8NO and charge +1 at a distorted geometry (ωB97M-V with the def2-TZVPD basis set).

CARTESIAN COORDINATES (ANGSTROEM)
C: 1.3350 -1.2481 1.7165
N: 0.5149 -0.2305 0.8248
C: 0.4397 -0.4154 -0.5539
C: -0.8995 0.2907 -0.9304
C: -0.9213 1.3780 0.1534
O: -0.0439 0.8693 1.2343
H: 1.3644 -0.7956 2.7994
H: 1.9176 -1.9403 1.2743
H: 0.4828 -1.4656 -0.8720
H: 1.3311 0.2549 -0.9212
H: -0.7654 0.5920 -2.0191
H: -1.6900 -0.3638 -0.6939
H: -0.4179 2.2342 -0.1993
H: -2.0385 1.3588 0.5496

Its charge is +1. Its HOMO-LUMO gap (alpha / beta) is 9.15 / 9.38 eV. Its SMILES is C=[N+]1CCCO1. The LUMO energy (alpha / beta) is -5.907 / -5.659 eV. As for the energy relative to the best compared isomer or geometry (same formula, charge and spin): 111.8 kcal/mol. The energy is -286.76425 Ha.

=====

# 12
Entry from the OMol25 dataset: an isolated ion of composition C4H8NO and charge +1 at a distorted geometry (ωB97M-V with the def2-TZVPD basis set).

CARTESIAN COORDINATES (ANGSTROEM)
C: 2.3484 0.5955 -0.3985
C: -1.0165 -0.5101 -0.4693
C: 0.4246 -0.5552 -0.7060
C: -1.6707 0.7581 0.0573
N: -0.0747 -1.0736 0.6609
O: 1.2653 0.3880 -1.0152
H: 2.4621 0.3121 0.6862
H: 3.2648 0.8628 -0.8524
H: -1.4890 -1.3186 -0.8897
H: -2.0517 0.5632 1.0857
H: -2.5426 1.1183 -0.5350
H: -0.9500 1.4685 0.0960
H: 0.1343 -0.5661 1.4938
H: -0.1043 -2.0429 0.7863

Its charge is +1. Its HOMO-LUMO gap (alpha / beta) is 7.86 / 9.29 eV. The LUMO energy (alpha / beta) is -5.014 / -4.235 eV. As for the energy relative to the best compared isomer or geometry (same formula, charge and spin): 122.6 kcal/mol. The energy is -286.74711 Ha.

=====

# 13
Entry from the OMol25 dataset: an isolated ion of composition C4H8NO and charge +1 at a distorted geometry (ωB97M-V with the def2-TZVPD basis set).

CARTESIAN COORDINATES (ANGSTROEM)
C: 1.0946 0.3490 -1.7243
N: 0.9531 -0.4226 -0.7764
C: 0.7213 -1.7152 -0.2596
C: 0.2934 -0.4549 0.6259
O: -1.0396 -0.1770 0.6083
C: -1.4593 1.1184 1.0353
H: 0.9006 1.4837 -1.5076
H: 1.3586 -0.0615 -2.6959
H: 1.3982 -2.4251 0.1158
H: -0.2449 -2.1134 -0.5254
H: 0.7523 0.1770 1.4689
H: -1.4051 1.9048 0.3578
H: -0.8205 1.4068 1.9114
H: -2.5027 0.9300 1.3657

Its charge is +1. Its HOMO-LUMO gap is 10.22 eV. Its SMILES is C=[N+]1C[C@@H]1OC. The LUMO energy is -4.885 eV. As for the energy relative to the best compared isomer or geometry (same formula, charge and spin): 76.5 kcal/mol. The energy is -286.82064 Ha.

=====

# 14
Entry from the OMol25 dataset: an isolated ion of composition C4H8NO and charge +1 at a distorted geometry (ωB97M-V with the def2-TZVPD basis set).

CARTESIAN COORDINATES (ANGSTROEM)
C: 2.9295 0.7265 0.0396
C: 1.7349 0.0702 -0.0193
C: 0.5941 -0.7228 0.0628
N: -0.6060 -0.5142 -0.6433
C: -1.6741 -0.1028 0.4114
O: -2.5346 0.8471 -0.1378
H: 3.7112 0.4312 -0.6531
H: 3.2588 1.4881 0.7240
H: 0.6345 -1.5843 0.6593
H: -0.9216 -1.4543 -1.2178
H: -0.5046 0.2730 -1.3324
H: -2.3754 -1.0223 0.6782
H: -1.2029 0.2376 1.2755
H: -2.2653 1.7663 0.1271

Its charge is +1. Its HOMO-LUMO gap is 10.72 eV. Its SMILES is C=C=C[NH2+]CO. The LUMO energy is -3.822 eV. As for the energy relative to the best compared isomer or geometry (same formula, charge and spin): 66.8 kcal/mol. The energy is -286.83605 Ha.

=====

# 15
Entry from the OMol25 dataset: an isolated ion of composition C4H8NO and charge +1 at a distorted geometry (ωB97M-V with the def2-TZVPD basis set).

CARTESIAN COORDINATES (ANGSTROEM)
C: 2.3263 1.4469 0.4474
N: 1.7159 0.4562 0.6215
C: 1.0049 -0.7471 0.4609
O: 1.5571 -1.2562 -0.7823
C: -0.4809 -0.4136 0.5349
C: -1.0711 0.2258 -0.6998
H: 2.6697 2.3935 0.3086
H: 1.3070 -1.4190 1.3986
H: 1.4228 -2.2487 -0.8160
H: -0.9184 -1.3899 0.8670
H: -0.7412 0.2984 1.4089
H: -0.6057 -0.2307 -1.5664
H: -0.7799 1.2181 -0.7459
H: -2.1234 0.0791 -0.8917

Its charge is +1. Its HOMO-LUMO gap is 10.77 eV. Its SMILES is C#[N+][C@H](O)CC. The LUMO energy is -5.163 eV. As for the energy relative to the best compared isomer or geometry (same formula, charge and spin): 56.5 kcal/mol. The energy is -286.85237 Ha.

=====

# 16
Entry from the OMol25 dataset: an isolated ion of composition C4H8NO and charge +1 at a distorted geometry (ωB97M-V with the def2-TZVPD basis set).

CARTESIAN COORDINATES (ANGSTROEM)
C: 0.1547 -0.8025 0.0909
C: -1.2162 -0.9979 0.0034
C: -2.5727 0.9900 0.0615
C: 2.3936 0.1245 -0.0579
N: 0.9566 0.2320 -0.0464
O: -2.2952 -0.2293 -0.1114
H: 0.6827 -1.7380 0.2481
H: -1.5264 -2.0359 -0.0209
H: -1.8576 1.7450 0.3808
H: -3.6054 1.2596 -0.1090
H: 2.8209 1.1222 -0.0296
H: 2.7458 -0.4380 0.8071
H: 2.7363 -0.3813 -0.9641
H: 0.5829 1.1494 -0.2525

Its charge is +1. Its HOMO-LUMO gap (alpha / beta) is 7.39 / 7.39 eV. The LUMO energy (alpha / beta) is -5.737 / -5.735 eV. As for the energy relative to the best compared isomer or geometry (same formula, charge and spin): 61.0 kcal/mol. The energy is -286.84531 Ha.